# CHBrF2N2O2

A cluster of 3 separate species, CHBrF2N2O2 in total in a non-equilibrium geometry (ωB97M-V/def2-TZVPD, the Open Molecules 2025 dataset).

Structure (XYZ):
```
9
Properties=species:S:1:pos:R:3
C 0.0972 1.0496 -0.3204
N 0.2850 -1.5415 -0.2452
N -0.4804 1.3664 0.8122
O -0.7189 -1.8241 -0.6454
O 1.4021 -1.4868 -0.4415
F -0.0052 -0.7130 1.6975
F -1.8682 1.0266 0.8154
Br 1.8228 1.4221 -0.5319
H -0.5346 0.7008 -1.1407
```

DFT total energy	-3072.11187	a.u.
relative energy (zero: lowest compared OMol25 entry of this formula, charge and spin)	2.2791	eV
net charge	0
M	190.9	g mol⁻¹
Kohn-Sham gap (alpha / beta)	0.2713 / 0.2709	hartree